# 1
C7H13Cl | wB97M-V/def2-TZVPD

```
21
C7H13Cl, DFT wB97M-V/def2-TZVPD
C 2.4363 0.2450 0.5170
C 1.1545 0.1003 0.7341
C -0.8989 1.3123 0.2254
C 0.3282 0.0940 -1.6199
C -1.0269 -1.0948 0.1337
C 0.8792 -0.4976 2.5459
C -0.0629 0.0855 -0.1547
Cl 1.5248 -2.1128 2.7290
H 2.8377 0.6062 -0.5457
H 3.2597 0.2248 1.2426
H -1.5228 1.5210 -0.6073
H -0.2282 2.1594 0.1945
H -1.5921 1.1203 1.0994
H -0.4911 -0.2566 -2.2709
H 1.2678 -0.5419 -1.9293
H 0.5545 1.1598 -1.8308
H -1.3469 -1.2010 1.1746
H -1.9467 -0.9468 -0.2835
H -0.5966 -2.0508 -0.3661
H 1.3542 0.1126 3.3505
H -0.2113 -0.4914 2.5153
```

Output
* charge: 0
* E_LUMO: 0.834 eV
* orbital gap: 10.1578 eV
* HOMO energy: -9.32 eV

# 2
CHCl3O2S | wB97M-V/def2-TZVPD

```
8
CHCl3O2S, DFT wB97M-V/def2-TZVPD
C 0.7436 0.5039 -0.0157
O -1.1955 -0.8698 1.3195
O -0.6610 -1.6063 -0.9036
S -0.8281 -0.5898 0.0170
Cl 0.7754 1.6082 -1.3380
Cl 0.8339 1.3318 1.5922
Cl 1.9827 -0.6896 0.0574
H -1.6510 0.3117 -0.7289
```

Output
* SMILES: O=[SH](=O)C(Cl)(Cl)Cl
* charge: 0
* E_LUMO: 0.304 eV
* orbital gap: 11.5726 eV
* HOMO energy: -11.27 eV

# 3
C3H2N2O3 | wB97M-V/def2-TZVPD

```
10
C3H2N2O3, DFT wB97M-V/def2-TZVPD
C -2.3101 0.8173 -0.6064
C -2.3036 -1.7438 -0.2130
C 3.8459 -0.5900 -0.3666
N -0.5546 0.9735 0.9767
N -1.4528 1.1483 0.1475
O 4.3743 -0.7129 0.6135
O -1.6127 -2.1612 0.6191
O 3.2484 -0.4715 -1.3773
H -2.6628 1.1672 -1.5756
H -0.5719 1.5732 1.7821
```

Output
* charge: 0
* E_LUMO: 0.613 eV
* orbital gap: 9.6076 eV
* HOMO energy: -8.99 eV

# 4
CHClFO3 | wB97M-V/def2-TZVPD

```
7
CHClFO3, DFT wB97M-V/def2-TZVPD
C -1.0377 0.0751 0.3035
O 2.5620 -0.1350 -0.8920
O 0.7311 0.6550 -0.1198
O 1.5665 -0.2956 -0.2837
F -0.9183 -0.1754 1.5848
Cl -1.3299 -1.1896 -0.7203
H -1.5738 1.0655 0.1276
```

Output
* charge: +1
* E_LUMO (spin up / spin down): -8.613 / -8.645 eV
* orbital gap (spin up / spin down): 9.5741 / 9.5412 eV
* HOMO energy (spin up / spin down): -18.19 / -18.19 eV

# 5
C5H11NO | wB97M-V/def2-TZVPD

```
18
C5H11NO, DFT wB97M-V/def2-TZVPD
C -2.3999 1.2288 0.3056
C -1.1687 0.7754 -0.4791
N -0.1299 0.2625 0.4452
C 2.1664 -0.5970 0.8752
C 1.1002 -0.2268 -0.1916
C 0.8869 -1.4052 -1.1033
O 1.2479 -1.4959 -2.2830
H -2.1004 2.0072 1.0164
H -2.8092 0.3953 0.9432
H -3.1832 1.5603 -0.4026
H -0.7165 1.6080 -1.0369
H -1.4977 -0.0093 -1.2143
H -0.5527 -0.4156 1.0661
H 2.3283 0.3124 1.5088
H 1.7808 -1.3983 1.5542
H 3.0799 -0.9635 0.4320
H 1.5113 0.6538 -0.8124
H 0.4565 -2.2919 -0.6234
```

Output
* SMILES: CCN[C@@H](C)C=O
* charge: 0
* E_LUMO: 1.018 eV
* orbital gap: 10.0674 eV
* HOMO energy: -9.05 eV

# 6
C2HGaO3 | wB97M-V/def2-TZVPD

```
7
C2HGaO3, DFT wB97M-V/def2-TZVPD
O -2.4158 0.0024 0.0353
H -2.5959 0.9568 0.1331
O 1.7313 0.4760 0.1635
O 1.1955 -0.7840 -0.1143
C -1.2008 -0.3051 0.0074
C -0.0616 -0.7530 -0.1597
Ga 3.3473 0.4070 -0.0653
```

Output
* spin multiplicity: 2
* ⟨S²⟩: 0.83
* charge: +3
* E_LUMO (spin up / spin down): -21.250 / -21.398 eV
* orbital gap (spin up / spin down): 4.3772 / 4.8179 eV
* HOMO energy (spin up / spin down): -25.63 / -26.22 eV

# 7
C11H13NO2 | wB97M-V/def2-TZVPD

```
27
C11H13NO2, DFT wB97M-V/def2-TZVPD
C -0.7818 -3.2477 0.2548
C -1.1433 -2.4348 1.3459
C -0.6122 -2.6280 -0.9787
C -1.1765 -1.0695 1.2226
C -0.8739 -1.2900 -1.1354
C -1.0455 -0.4853 -0.0460
C 0.0936 1.8991 0.2845
C -1.1743 1.0073 -0.0894
C 1.4620 1.2143 0.0602
C -2.2838 1.6678 -0.4475
C 2.1596 0.8335 1.2900
N 2.0053 1.1052 -1.0455
O 1.2019 1.4773 -2.1633
O 3.1586 0.7245 -1.3510
H -0.5316 -4.2479 0.3661
H -1.0033 -2.8804 2.2987
H -0.4569 -3.2613 -1.7829
H -1.5255 -0.2753 1.9504
H -0.7643 -0.7678 -2.0620
H 0.0085 2.9380 -0.1620
H 0.0272 2.0356 1.3810
H -3.2045 1.1418 -0.6772
H 1.7498 1.5053 -2.9697
H -2.3548 2.7582 -0.4726
H 1.4425 1.0615 2.1971
H 3.1052 1.4228 1.4259
H 2.5178 -0.2044 1.3061
```

Output
* SMILES: C=C(C/C(C)=[N+](/[O-])O)c1ccccc1
* charge: 0
* E_LUMO: 0.769 eV
* orbital gap: 9.5836 eV
* HOMO energy: -8.81 eV

# 8
C33H39BN4O3PPt | wB97M-V/def2-TZVPD

```
82
C33H39BN4O3PPt, DFT wB97M-V/def2-TZVPD
Pt 0.7217 -0.3965 -0.0393
N 2.0147 -2.9929 -1.3135
P 0.4868 -2.8610 -0.6222
C -0.5838 -4.0134 -1.4399
C -1.6408 -3.5800 -2.2393
C -2.4639 -4.5225 -2.8348
C -2.2217 -5.8749 -2.6372
C -1.1641 -6.3029 -1.8403
C -0.3432 -5.3764 -1.2240
C 0.6093 -3.2865 1.1189
C 1.7479 -3.8984 1.6421
C 1.7624 -4.2818 2.9747
C 0.6502 -4.0522 3.7752
C -0.4814 -3.4320 3.2531
C -0.5049 -3.0435 1.9253
C 3.0058 -2.0146 -1.2872
C 4.2736 -2.2759 -1.8034
C 5.2289 -1.2856 -1.7404
C 4.9146 -0.0555 -1.1595
C 3.6433 0.1352 -0.6850
N 2.6998 -0.8294 -0.7551
H 2.1481 -3.7209 -2.0055
H -1.8201 -2.5241 -2.3997
H -3.2887 -4.2037 -3.4568
H -2.8658 -6.6082 -3.1040
H -0.9885 -7.3593 -1.6908
H 0.4595 -5.7106 -0.5769
H 2.6110 -4.0855 1.0151
H 2.6315 -4.7789 3.3845
H 0.6571 -4.3778 4.8075
H -1.3510 -3.2760 3.8782
H -1.4010 -2.5901 1.5133
H 4.4937 -3.2440 -2.2323
H 6.2191 -1.4671 -2.1368
H 5.6409 0.7408 -1.0905
H 3.3320 1.0705 -0.2399
C -2.9530 4.9703 -5.2338
C -3.2012 5.4731 -3.7900
C -3.0705 6.9967 -3.7639
C -4.6296 5.0805 -3.3476
C -2.2209 4.7728 -2.8954
C -1.2390 5.5123 -2.1288
C -0.3309 4.9186 -1.2963
C -0.4044 3.5264 -1.2318
O 0.3547 2.6937 -0.5141
B -0.1020 1.3826 -0.8113
O -1.1608 1.4493 -1.7043
C -1.3546 2.7740 -1.9807
C -2.2571 3.3512 -2.8061
H -3.6764 5.4637 -5.8833
H -3.0972 3.8947 -5.3326
H -1.9536 5.2275 -5.5842
H -3.8172 7.4206 -4.4337
H -2.0961 7.3344 -4.1202
H -3.2588 7.4102 -2.7719
H -5.3314 5.5724 -4.0211
H -4.8432 5.4166 -2.3331
H -4.8096 4.0077 -3.4104
H -1.2380 6.5871 -2.2309
H 0.4002 5.4751 -0.7276
H -2.9691 2.7702 -3.3728
C 3.5365 -0.6776 3.5814
N 2.1645 -0.4041 3.9987
C 1.9712 -0.1587 5.4344
C 0.5578 -0.5252 5.8190
C -0.3985 0.2519 4.9462
N -0.0671 0.0625 3.5204
C -1.1644 0.3794 2.6281
C 1.1755 -0.2309 3.1187
O 1.5025 -0.3769 1.8740
H 3.9364 -1.4752 4.2056
H 4.1532 0.2131 3.7120
H 3.5660 -0.9914 2.5447
H 2.1912 0.8895 5.6547
H 2.6988 -0.7677 5.9675
H 0.3726 -0.3054 6.8687
H 0.4070 -1.5966 5.6683
H -0.3719 1.3207 5.1747
H -1.4233 -0.0917 5.0848
H -2.0270 -0.2406 2.8745
H -0.9073 0.1891 1.5854
H -1.4467 1.4295 2.7305
```

Output
* spin multiplicity: 5
* ⟨S²⟩: 6.02
* charge: +3
* E_LUMO (spin up / spin down): -7.225 / -11.018 eV
* orbital gap (spin up / spin down): 8.9327 / 5.4879 eV
* HOMO energy (spin up / spin down): -16.16 / -16.51 eV

# 9
C5H13N2 | wB97M-V/def2-TZVPD

```
20
C5H13N2, DFT wB97M-V/def2-TZVPD
C 1.5244 -1.4366 0.3487
C 1.1175 0.0468 0.3848
C -0.4104 0.1783 0.3980
C -0.9909 -0.6261 -0.7093
C -0.8982 2.2796 -0.8599
N -0.7141 1.6195 0.4694
N 0.5530 -2.2238 1.1030
H 2.5506 -1.5542 0.7312
H 1.5837 -1.7121 -0.7385
H 1.4430 0.6063 1.2540
H 1.4302 0.5988 -0.5428
H -0.7190 -0.3793 -1.6575
H -1.9580 -1.0755 -0.4985
H -1.0311 3.3329 -0.7418
H -1.7419 1.9014 -1.4162
H 0.0345 2.0690 -1.4767
H -1.5228 1.7993 1.0368
H -0.3347 -2.0280 0.4839
H 0.8049 -3.2112 1.0565
H -0.7206 -0.1850 1.3749
```

Output
* charge: +1
* E_LUMO: -8.096 eV
* orbital gap: 6.0339 eV
* HOMO energy: -14.13 eV

Here are the calculated ΔE to the lowest compared entry with this formula, charge and spin numbers, same order: 2.5228, 0.9923, 4.0486, 2.9305, 1.4374, 3.8095, 5.6208, 0.2424, 6.1973 (eV).
Here are the calculated E numbers, same order: -734.6015, -1967.8746, -450.6545, -823.8475, -327.0785, -2225.4737, -632.0229, -2210.2831, -307.3939 (Eh).